No. 1
A structure of composition C11H29N4O3SiTcTe at a distorted geometry, computed with ωB97M-V with the def2-TZVPD basis set.

Results
* max |F|: 5.275 eV/A
* calculated total energy: -41324.7497 eV
* total charge: +3
* orbital gap (spin up / spin down): 0.202 / 0.235 Ha
* HOMO level (spin up / spin down): -17.9 / -18.1 eV
* 2S+1: 2

Last column: Löwdin charge in e.
Element x y z (Å)
Tc (0.74, -0.76, -1.01)  1.359
N (-0.87, 0.80, -1.34)  -0.003
C (-1.02, 1.71, -0.18)  -0.247
C (-1.72, 3.01, -0.60)  -0.116
C (-1.56, 4.30, 0.22)  -0.145
C (-2.14, 4.33, 1.64)  -0.150
N (-1.14, 3.88, 2.60)  0.079
C (-1.22, 3.86, 3.93)  -0.420
N (-2.34, 4.16, 4.59)  0.237
N (-0.15, 3.46, 4.61)  0.213
C (0.42, 1.77, 0.44)  -0.516
O (0.81, 2.67, 1.13)  0.145
O (1.04, 0.68, 0.17)  -0.222
H (-0.52, 1.36, -2.13)  0.137
H (-1.77, 0.43, -1.64)  0.136
H (-1.61, 1.19, 0.59)  0.152
H (-2.79, 2.79, -0.68)  0.134
H (-1.37, 3.27, -1.60)  0.130
H (-2.10, 5.06, -0.36)  0.136
H (-0.52, 4.61, 0.25)  0.124
H (-3.04, 3.71, 1.71)  0.134
H (-2.42, 5.36, 1.88)  0.141
H (-0.25, 3.61, 2.18)  0.100
H (-3.17, 4.49, 4.13)  0.131
H (-2.35, 4.18, 5.59)  0.144
H (0.73, 3.32, 4.16)  0.133
H (-0.15, 3.42, 5.62)  0.139
C (-1.85, -3.53, -0.32)  -0.328
Te (-0.70, -2.14, 0.82)  1.420
C (0.56, -3.65, 1.68)  -0.320
H (-1.22, -4.02, -1.06)  0.021
H (-2.68, -3.01, -0.81)  0.026
H (-2.26, -4.26, 0.37)  0.043
H (-0.04, -4.21, 2.39)  0.043
H (1.39, -3.18, 2.21)  0.031
H (0.94, -4.31, 0.90)  0.021
C (2.18, -2.77, -4.75)  -0.133
Si (2.28, -3.11, -2.89)  0.468
C (3.95, -2.85, -1.94)  -0.125
C (1.89, -4.97, -2.47)  -0.122
O (1.24, -2.17, -2.04)  -0.476
H (2.99, -3.29, -5.26)  0.056
H (2.27, -1.72, -5.00)  0.038
H (1.25, -3.13, -5.18)  0.046
H (4.74, -2.75, -2.68)  0.044
H (4.19, -3.70, -1.31)  0.041
H (3.90, -1.94, -1.34)  0.013
H (2.71, -5.58, -2.85)  0.055
H (0.98, -5.28, -2.97)  0.034
H (1.80, -5.13, -1.40)  0.017

=====

No. 2
A structure of composition C10H16LuN3O7 at a distorted geometry, computed with ωB97M-V with the def2-TZVPD basis set.

Results
* max |F|: 4.001 eV/A
* calculated total energy: -63053.2720 eV
* total charge: 0
* orbital gap: 0.333 Ha
* HOMO level: -8.7 eV

Last column: Löwdin charge in e.
Element x y z (Å)
Lu (-0.38, -0.80, -0.60)  1.647
O (0.26, -0.07, 1.66)  -0.146
C (-0.15, -0.82, 2.81)  -0.184
C (-1.64, -1.19, 2.71)  -0.132
N (-1.86, -1.75, 1.39)  -0.226
C (-3.12, -1.36, 0.76)  -0.084
C (-2.98, 0.17, 0.46)  -0.641
O (-3.74, 0.97, 0.97)  0.063
O (-1.96, 0.44, -0.27)  -0.167
C (-1.48, -3.17, 1.21)  -0.053
C (-0.63, -2.95, -0.04)  -0.693
O (-1.24, -2.75, -1.12)  -0.048
O (0.56, -2.58, 0.13)  -0.071
H (-0.06, 0.84, 1.77)  0.108
H (0.48, -1.71, 2.82)  0.119
H (0.04, -0.26, 3.73)  0.129
H (-1.92, -1.88, 3.52)  0.134
H (-2.24, -0.28, 2.81)  0.130
H (-3.22, -1.87, -0.21)  0.125
H (-3.99, -1.58, 1.39)  0.134
H (-0.88, -3.53, 2.05)  0.129
H (-2.35, -3.82, 1.07)  0.133
C (3.19, 3.15, -1.66)  -0.010
C (2.18, 2.12, -1.23)  -0.273
N (1.77, 1.86, -0.05)  0.016
O (2.27, 2.48, 1.05)  -0.019
C (1.56, 1.29, -2.27)  -0.253
C (1.77, 1.46, -3.74)  -0.008
N (0.84, 0.35, -1.76)  -0.201
O (0.14, -0.51, -2.47)  -0.247
H (3.76, 3.56, -0.83)  0.067
H (2.67, 3.97, -2.17)  0.097
H (3.89, 2.70, -2.37)  0.090
H (2.99, 3.10, 0.83)  0.080
H (2.09, 2.46, -4.01)  0.072
H (0.84, 1.22, -4.25)  0.086
H (2.52, 0.74, -4.08)  0.097

=====

No. 3
A cluster of 4 separate species, C3H9N4 in total at a distorted geometry, computed with ωB97M-V with the def2-TZVPD basis set.

Results
* max |F|: 5.005 eV/A
* calculated total energy: -9207.8389 eV
* total charge: +1
* orbital gap: 0.351 Ha
* HOMO level: -13.5 eV

Last column: Löwdin charge in e.
Element x y z (Å)
C (0.41, 0.53, 1.51)  -0.241
C (1.63, 0.56, 1.72)  0.153
C (-1.82, 0.59, 2.03)  0.094
N (-0.87, 0.49, 1.15)  -0.072
N (2.40, -0.75, -1.29)  0.004
N (3.30, -0.74, -1.94)  0.054
N (-0.89, 0.92, -1.66)  0.255
H (0.86, -3.57, -0.92)  -0.014
H (2.62, 0.70, 2.04)  0.033
H (-2.80, 0.62, 1.58)  0.080
H (-1.74, 0.87, 3.05)  0.097
H (0.46, -4.12, -0.57)  0.012
H (-0.07, 0.44, -2.07)  0.124
H (-1.08, 0.67, -0.60)  0.111
H (-1.70, 0.83, -2.27)  0.137
H (-0.70, 1.96, -1.76)  0.175

=====

No. 4
An isolated molecule of C15H22O5 at a distorted geometry, computed with ωB97M-V with the def2-TZVPD basis set.

Results
* structure (SMILES): COC(C[C@@H]1O[C@@H]1[C@H](O)COCc1ccccc1)OC
* max |F|: 1.452 eV/A
* calculated total energy: -26147.2570 eV
* total charge: 0
* orbital gap: 0.373 Ha
* HOMO level: -9.3 eV

Last column: Löwdin charge in e.
Element x y z (Å)
C (-4.48, -0.85, 1.10)  -0.082
H (-5.02, -0.69, 0.16)  0.091
O (-3.09, -0.61, 0.94)  -0.138
C (-2.79, 0.68, 0.48)  -0.417
O (-3.26, 0.90, -0.82)  -0.120
C (-2.67, 0.09, -1.83)  -0.066
H (-3.32, 0.19, -2.70)  0.094
H (-1.67, 0.44, -2.07)  0.083
H (-2.64, -0.95, -1.51)  0.088
C (-1.28, 0.85, 0.65)  -0.042
C (-0.78, 2.12, 0.00)  -0.224
C (0.64, 2.49, -0.03)  -0.204
O (-0.01, 2.02, -1.17)  0.011
C (1.72, 1.61, 0.57)  -0.312
O (2.09, 2.15, 1.81)  0.001
H (2.93, 1.75, 2.06)  0.098
H (1.34, 0.59, 0.70)  0.129
C (2.94, 1.55, -0.38)  -0.139
O (3.89, 0.61, 0.07)  -0.127
C (3.83, -0.66, -0.55)  -0.161
C (2.53, -1.38, -0.31)  -0.223
C (2.23, -1.87, 0.96)  -0.041
C (1.01, -2.47, 1.21)  -0.072
C (0.08, -2.61, 0.19)  -0.090
C (0.38, -2.14, -1.08)  -0.087
C (1.60, -1.53, -1.32)  -0.038
H (1.82, -1.16, -2.32)  0.115
H (-0.34, -2.25, -1.88)  0.103
H (-0.88, -3.07, 0.39)  0.106
H (0.78, -2.84, 2.20)  0.105
H (2.95, -1.76, 1.76)  0.121
H (4.00, -0.55, -1.63)  0.127
H (4.66, -1.22, -0.11)  0.131
H (3.43, 2.53, -0.37)  0.141
H (2.60, 1.32, -1.39)  0.132
H (0.90, 3.55, -0.04)  0.158
H (-1.50, 2.94, -0.01)  0.155
H (-1.06, 0.87, 1.72)  0.143
H (-0.78, -0.02, 0.21)  0.104
H (-3.33, 1.43, 1.08)  0.165
H (-4.57, -1.89, 1.41)  0.090
H (-4.90, -0.19, 1.86)  0.092